C43H33BrMoN12O5S2 | ωB97M-V/def2-TZVPD

Each line ends with the Mulliken charge.
CARTESIAN COORDINATES (ANGSTROEM)
Mo -0.8939 -0.5921 -0.1652  0.137
C -3.8146 1.5298 -2.8810  -2.036
C -3.0931 0.9069 -1.7401  0.862
N -2.1277 0.0642 -1.8814  2.753
N -1.8047 -0.2594 -3.1910  -2.165
C -1.2411 -1.4287 -3.2609  0.367
N -0.9545 -1.9199 -4.4832  -0.367
S -0.8388 -2.3990 -1.8858  -0.292
C -3.4997 1.1516 -0.3538  0.813
C -4.5458 1.9919 -0.0072  -1.147
C -4.9032 2.0980 1.3248  -0.815
C -4.2149 1.3491 2.2621  -0.961
C -3.1726 0.5463 1.8395  -0.548
N -2.8082 0.4571 0.5602  1.183
H -3.7030 0.9258 -3.7746  0.486
H -3.3706 2.5117 -3.0557  0.291
H -4.8702 1.6613 -2.6518  0.454
H -1.1233 -1.3503 -5.2943  0.233
H -0.3752 -2.7328 -4.5820  0.229
H -5.0509 2.5685 -0.7652  0.489
H -5.7100 2.7535 1.6239  0.459
H -4.4647 1.3878 3.3124  0.490
H -2.5907 -0.0235 2.5478  0.235
Br 0.9972 -2.8769 -7.2328  -0.152
C 2.3611 -2.1451 -6.1339  -0.056
C 2.8523 -0.8805 -6.4071  -0.621
C 3.8639 -0.3664 -5.6096  -0.266
C 4.3376 -1.0930 -4.5272  0.413
C 3.8480 -2.3699 -4.2753  -0.199
C 2.8574 -2.9012 -5.0840  -0.449
N 5.4537 -0.5385 -3.7976  -0.403
N 5.4390 -0.4307 -2.5660  -0.560
C 4.2333 -0.7109 -1.8305  0.140
C 4.2691 -1.6798 -0.8641  -0.471
C 3.1139 -2.0662 -0.1635  -0.621
C 1.9129 -1.4333 -0.4152  0.649
O 0.7786 -1.7644 0.1524  -0.439
C 1.9010 -0.3474 -1.3324  -0.967
N 0.7097 0.3064 -1.4491  1.060
C 0.6295 1.3548 -2.2383  -0.162
C 1.7344 1.8130 -2.9792  -1.819
C 2.9295 1.1620 -2.8898  -0.451
C 3.0474 0.0331 -2.0475  0.444
H 2.4659 -0.3119 -7.2411  0.436
H 4.2901 0.6053 -5.8236  0.398
H 4.2396 -2.9528 -3.4545  0.468
H 2.4793 -3.8971 -4.8979  0.487
H 5.2070 -2.1880 -0.6755  0.456
H 3.1457 -2.8658 0.5638  0.544
H -0.3142 1.8771 -2.2746  0.310
H 1.6173 2.6899 -3.5997  0.535
H 3.7925 1.5197 -3.4366  0.763
S 0.0099 0.1165 2.0340  -0.354
C -0.1336 -1.4931 2.6898  0.124
N 0.5899 -1.9957 3.6646  -0.463
N 1.5758 -1.2548 4.0934  0.416
C 2.4383 -1.6978 5.1055  0.593
C 2.2040 -2.8892 5.7834  -0.388
C 3.0850 -3.2784 6.7790  -0.525
C 4.1850 -2.4961 7.1038  -0.529
C 4.4058 -1.3087 6.4208  -0.543
C 3.5368 -0.9051 5.4210  -0.433
N -1.1097 -2.3568 2.2803  -0.982
N -1.7411 -2.0315 1.2297  1.334
C -2.9112 -2.8359 0.9951  0.167
C -3.2849 -3.8357 1.8910  -0.707
C -4.4388 -4.5643 1.6620  -0.584
C -5.2345 -4.2998 0.5546  -0.553
C -4.8643 -3.2985 -0.3285  -1.193
C -3.7063 -2.5671 -0.1121  0.019
H 1.7766 -0.3824 3.6066  0.131
H 1.3462 -3.4911 5.5232  0.408
H 2.9068 -4.2054 7.3081  0.359
H 4.8651 -2.8096 7.8838  0.376
H 5.2601 -0.6911 6.6642  0.361
H 3.7084 0.0194 4.8829  0.374
H -2.6677 -4.0338 2.7541  0.452
H -4.7205 -5.3430 2.3584  0.395
H -6.1371 -4.8713 0.3834  0.399
H -5.4732 -3.0838 -1.1970  0.430
H -3.4192 -1.8024 -0.8157  0.748
O -1.6980 3.2562 -1.3337  -0.766
C -1.0676 3.0446 -0.2816  0.010
O -0.6894 1.9182 0.1456  0.454
C -0.7340 4.2310 0.6039  -0.116
C -0.0633 4.0446 1.8078  -0.163
C 0.2365 5.1275 2.6179  -0.560
C -0.1476 6.3874 2.1954  -0.034
C -0.8140 6.6054 1.0029  -0.633
C -1.1065 5.5105 0.2073  -0.320
N 0.1657 7.5473 3.0528  1.024
O 0.7589 7.3379 4.0916  -0.621
O -0.1713 8.6464 2.6612  -0.625
H 0.2173 3.0419 2.1006  0.380
H 0.7553 5.0118 3.5574  0.501
H -1.0897 7.6096 0.7185  0.497
H -1.6253 5.6269 -0.7341  0.521

Summary:
2S+1 = 3
gap between HOMO and LUMO (alpha / beta) = 6.51 / 6.24 eV
maximum force = 0.59 eV Å⁻¹
energy relative to the best compared isomer or geometry (same formula, charge and spin) = 0.68 kcal per mole
total charge = 0
lowest unoccupied orbital energy (alpha / beta) = -1.0835 / -1.3771 eV